Record 1
Molecular formula: C23H35N3O4
Method: DFT, ωB97M-V/def2-TZVPD

Geometry (Å):
C  5.27164  3.99017  0.25773
C  4.61298  2.65541  0.42888
C  4.16936  2.24433  1.68172
C  3.53520  1.03362  1.84781
C  3.32261  0.19437  0.75521
C  3.77108  0.58664  -0.49728
C  4.40869  1.80827  -0.64684
H  4.74704  2.10097  -1.63075
H  3.62976  -0.04051  -1.36402
O  2.66183  -0.97588  1.02289
C  2.35004  -1.83945  -0.04993
C  1.61142  -3.05944  0.50343
N  0.25667  -2.75368  0.91782
C  -0.75645  -3.12767  0.09721
O  -0.53999  -3.64309  -0.98337
C  -2.17556  -2.84436  0.58876
C  -2.55944  -1.39920  0.18749
N  -3.03629  -1.32536  -1.16674
C  -4.04998  -2.12791  -1.56821
O  -4.55734  -2.05825  -2.66947
C  -4.43761  -3.14619  -0.51567
C  -3.16434  -3.84122  -0.03353
H  -2.68114  -4.31065  -0.89381
H  -3.41226  -4.62438  0.68444
H  -5.12325  -3.86443  -0.96429
H  -4.94893  -2.65330  0.31493
C  -2.42939  -0.41380  -2.10929
C  -3.06596  0.97932  -2.09817
C  -2.83452  1.74238  -0.79250
N  -1.43731  1.74128  -0.38446
C  -1.27164  2.16223  0.99754
H  -1.87298  1.51825  1.64433
C  0.20374  2.04328  1.38289
O  1.01074  2.84682  0.55784
C  0.84882  2.47276  -0.78861
C  -0.60921  2.58581  -1.23219
H  -0.69369  2.25313  -2.26676
H  -0.92661  3.64234  -1.17118
H  1.48627  3.13928  -1.37115
H  1.18881  1.43584  -0.92803
H  0.36668  2.38982  2.40463
H  0.51782  0.99200  1.30008
H  -1.59731  3.20750  1.14389
H  -3.21906  2.77197  -0.90339
H  -3.40719  1.26362  0.00532
H  -2.66587  1.54470  -2.94049
H  -4.14062  0.87419  -2.25289
H  -1.36295  -0.33921  -1.88886
H  -2.56687  -0.85096  -3.10173
H  -3.34080  -1.04971  0.87731
H  -1.70406  -0.72747  0.27594
H  -2.20682  -2.91942  1.67687
C  0.09991  -2.15007  2.22277
H  -0.64284  -1.35409  2.21018
H  1.05407  -1.71392  2.50852
H  -0.18588  -2.89451  2.97331
H  1.54602  -3.81045  -0.28698
H  2.16690  -3.46303  1.35345
H  1.71310  -1.32964  -0.78524
H  3.26885  -2.17578  -0.54838
H  3.18705  0.71591  2.81855
H  4.31937  2.88736  2.53641
H  4.52822  4.78275  0.34238
H  5.74809  4.06869  -0.71628
H  6.02140  4.15205  1.02998

Cartesian forces, eV/Å:
C -0.1 0.0 0.0
C 0.1 0.0 -0.1
C 0.0 -0.1 -0.1
C 0.0 -0.2 0.0
C 0.0 0.1 0.0
C -0.2 -0.4 0.0
C 0.0 0.1 0.2
H 0.1 0.0 -0.1
H 0.0 -0.1 0.0
O 0.1 0.2 0.2
C -0.1 -0.5 -0.2
C 0.2 0.3 -0.4
N 0.4 0.1 0.0
C -0.3 0.0 0.3
O 0.0 -0.1 -0.4
C 0.1 -0.1 -0.2
C 0.0 -0.2 0.5
N 0.3 0.1 -0.1
C -0.3 -0.2 0.3
O -0.2 0.0 -0.4
C 0.0 -0.1 -0.1
C 0.0 -0.1 0.1
H 0.0 0.0 0.1
H 0.0 0.0 0.0
H 0.0 0.1 0.0
H -0.1 0.0 0.0
C -0.1 0.3 -0.5
C 0.2 -0.1 0.2
C 0.0 -0.1 -0.2
N -0.1 0.1 0.1
C 0.4 0.0 0.1
H 0.0 0.0 0.0
C -0.3 0.0 0.2
O 0.0 0.1 0.0
C -0.2 0.0 -0.4
C 0.3 -0.1 0.1
H 0.0 0.0 -0.1
H 0.0 0.0 0.0
H 0.0 -0.1 0.0
H 0.0 0.1 0.0
H 0.0 -0.1 0.0
H 0.0 0.0 0.0
H 0.0 -0.1 0.0
H 0.0 -0.1 0.1
H 0.0 0.0 0.0
H 0.0 0.0 -0.1
H 0.0 0.0 -0.1
H 0.0 -0.1 0.0
H 0.1 0.1 0.1
H 0.2 0.0 0.0
H -0.1 0.0 0.0
H 0.0 0.1 0.0
C -0.2 0.0 0.3
H 0.0 0.0 0.1
H -0.1 0.0 0.0
H 0.0 0.1 0.1
H 0.1 0.1 0.2
H 0.0 0.0 0.0
H 0.1 0.0 0.0
H 0.0 0.1 0.0
H 0.0 0.0 0.1
H 0.0 0.1 0.1
H 0.0 0.1 0.0
H 0.1 0.1 0.0
H 0.1 0.1 0.0

Output
- Charge: 0
- SMILES: Cc1ccc(OCCN(C)C(=O)[C@@H]2CCC(=O)N(CCCN3CCOCC3)C2)cc1

Atom charges from the Löwdin analysis, given in e for atoms 1 to 2: number 1, C, carries -0.05; number 2, C, carries -0.29

Record 2
Molecular formula: C24H35AuNOP2Si
Method: DFT, ωB97M-V/def2-TZVPD

Geometry (Å):
C  0.11832  1.04719  -4.68742
C  -0.52334  1.39287  -3.50112
C  -1.38472  0.41342  -2.88805
C  -0.95804  -0.93386  -3.07040
C  -0.28505  -1.29678  -4.25156
C  0.17349  -0.29484  -5.09309
C  -1.03350  -1.74366  -1.85529
C  -2.25544  -1.49471  -1.10431
C  -2.67274  -0.13704  -1.04455
C  -3.25611  0.29094  0.20809
C  -3.90485  -0.65593  0.98427
C  -3.80544  -2.02607  0.67507
C  -2.91799  -2.45918  -0.31813
H  0.62027  1.82465  -5.26350
H  -0.12359  -2.36455  -4.47550
H  0.66396  -0.55066  -6.03774
H  -0.70067  -2.77632  -1.93168
H  -4.46491  -0.33182  1.86235
H  -4.34982  -2.75532  1.27062
H  -2.72536  -3.52017  -0.48774
N  -2.38917  0.75924  -2.03015
Au  1.09384  -0.04695  0.07190
C  -0.12480  2.54369  -2.62703
H  -0.99150  2.85566  -2.01851
H  0.27372  3.39066  -3.20951
C  -2.85757  1.65521  0.70610
H  -2.87144  2.37160  -0.13382
H  -3.48978  1.99464  1.54246
P  1.20429  1.96645  -1.39245
P  -1.06749  1.55612  1.29206
C  -1.29849  0.83447  2.95350
H  -0.35015  0.89551  3.50505
H  -2.07381  1.39864  3.49063
H  -1.60111  -0.21667  2.87012
C  -0.77057  3.29887  1.73579
H  -1.41233  3.57448  2.58361
H  0.28061  3.42393  2.02407
H  -0.99362  3.94986  0.88139
C  2.61741  1.59123  -2.47487
H  2.75672  2.39307  -3.21298
H  3.51448  1.50827  -1.84694
H  2.44004  0.63843  -2.98660
C  1.68788  3.59860  -0.73714
H  2.44818  3.48823  0.04347
H  2.10927  4.18943  -1.56287
H  0.82330  4.13122  -0.32388
C  2.23278  0.97511  1.33245
O  2.83700  1.62557  2.06672
H  0.03928  -1.03454  -0.97824
C  1.28371  -4.19198  2.72208
Si  1.82666  -2.41983  2.38442
C  1.79339  -1.41522  3.96597
C  3.55103  -2.37583  1.65247
C  0.58335  -1.82534  1.10445
H  1.99398  -4.71398  3.37567
H  1.21469  -4.75063  1.77811
H  0.29643  -4.21214  3.20445
H  2.35212  -1.94960  4.74891
H  2.26115  -0.42833  3.84788
H  0.76779  -1.27262  4.33272
H  3.52566  -2.70261  0.60429
H  3.98275  -1.36670  1.69157
H  4.21943  -3.05168  2.20435
H  -0.42903  -1.67409  1.51736
H  0.49541  -2.58762  0.31066

Cartesian forces, eV/Å:
C 0.3 -0.4 0.1
C -0.9 -0.7 0.3
C 0.9 0.2 -0.5
C 0.6 -0.1 -0.7
C -0.2 -0.3 1.0
C 0.1 0.6 -0.8
C -0.8 -0.2 -0.9
C -0.4 -0.8 1.0
C -0.3 0.2 0.9
C 0.3 0.1 -1.1
C 0.0 -0.8 0.2
C -0.3 0.4 0.1
C 0.5 0.8 -0.3
H 0.1 -0.2 0.2
H 0.1 0.7 0.2
H -0.2 0.1 0.4
H 0.2 0.1 0.2
H 0.2 -0.1 -0.1
H 0.1 0.2 -0.1
H 0.0 0.3 0.2
N 1.7 0.2 1.4
Au -2.0 0.2 -0.9
C -0.4 0.0 0.2
H 0.3 0.1 -0.2
H 0.0 -0.2 0.4
C -0.3 -0.1 -0.4
H -0.1 -0.1 0.4
H 0.2 0.0 -0.3
P 0.0 0.3 -1.7
P -0.8 0.0 -0.1
C 0.0 0.0 0.1
H -0.2 -0.1 -0.1
H 0.2 -0.2 0.0
H 0.1 0.2 0.1
C -0.1 0.2 0.2
H 0.2 0.1 -0.2
H -0.2 0.1 0.0
H 0.1 -0.1 0.2
C 0.0 0.1 -0.2
H 0.1 -0.2 0.1
H -0.1 0.0 -0.2
H 0.1 0.2 0.1
C 0.0 0.0 0.3
H -0.1 0.1 -0.1
H -0.1 -0.2 0.2
H 0.3 -0.1 -0.1
C 2.8 2.0 3.1
O -1.7 -1.6 -2.0
H -0.5 -0.4 -0.5
C 0.1 0.1 0.0
Si -0.1 -0.4 0.0
C -0.1 0.1 0.1
C 0.0 -0.1 0.0
C 0.0 -0.5 -0.2
H -0.2 0.1 -0.1
H 0.0 0.1 0.2
H 0.2 0.0 -0.1
H -0.1 0.2 -0.2
H -0.1 -0.2 0.1
H 0.2 0.0 0.0
H 0.1 0.1 0.2
H 0.0 -0.2 0.0
H -0.1 0.2 -0.1
H 0.3 0.0 -0.2
H 0.0 0.1 0.5

Output
- Charge: +1
- Multiplicity: 3
- Expectation value of S²: 2.05

Atom charges from the Löwdin analysis, given in e for atoms 1 to 2: number 1, C, carries -0.05; number 2, C, carries -0.22

Record 3
Molecular formula: C4H7N3O2
Method: DFT, ωB97M-V/def2-TZVPD

Geometry (Å):
C  -1.64376  -0.25024  0.41997
C  0.76788  -0.26970  0.60392
C  -0.36720  0.49899  -0.31632
N  -0.37482  0.07077  -1.69272
C  1.61501  -1.20860  0.10203
O  -2.85317  0.22849  0.21578
O  1.15669  0.52272  1.64195
N  -1.10132  -1.10638  1.13415
N  -0.50059  1.81842  -0.08906
H  -2.74109  1.10030  -0.22188
H  1.77178  0.04523  2.21228
H  -0.49380  -0.93010  -1.79418
H  0.43981  0.41300  -2.18651
H  0.37357  2.25525  0.19482
H  1.33977  -1.83918  -0.72707
H  2.61123  -1.34894  0.50283

Cartesian forces, eV/Å:
C 1.8 1.1 -0.4
C 1.5 1.1 -2.1
C 0.4 -3.7 1.7
N -0.6 0.5 0.1
C -0.6 0.5 0.2
O -0.4 0.2 -0.1
O -0.4 0.1 0.3
N -1.4 -0.5 0.2
N -0.3 1.5 -0.7
H 0.0 -0.4 0.1
H -0.1 0.0 -0.1
H 0.2 0.2 0.1
H 0.0 -0.2 0.1
H 0.0 -0.1 0.5
H -0.1 0.1 -0.1
H -0.2 -0.2 0.3

Output
- Charge: 0

Atom charges from the Löwdin analysis, given in e for atoms 1 to 2: number 1, C, carries -0.44; number 2, C, carries -0.40

| no. | calculated total energy (Eh) |
| --- | --- |
| 1 | -1362.66389 |
| 2 | -2173.07282 |
| 3 | -471.17154 |